Entry from OMol25: a molecular structure, C30H44BF9N3O11PS2 in a non-equilibrium geometry (ωB97M-V/def2-TZVPD).

ORCA input file:
```
! wB97M-V def2-TZVPD RIJCOSX def2/J DEFGRID3
* xyz 0 1
C -0.716 4.277 3.591
C -1.844 3.865 2.663
O -1.462 2.783 1.768
P -0.634 3.238 0.492
O -1.177 4.423 -0.155
C -0.652 1.844 -0.671
C -1.046 0.523 0.020
C -1.265 -0.638 -0.941
C 0.028 -1.298 -1.389
C 0.990 -1.722 -0.229
C 0.261 -2.531 0.869
C 0.933 -3.756 1.508
C -0.182 -4.742 1.936
C 1.661 -3.353 2.799
C 2.171 -2.289 -1.087
B 3.433 -3.042 -0.505
O 3.682 -3.192 0.811
O 4.361 -3.515 -1.428
C 5.406 -2.577 -1.731
C 1.485 -2.900 -2.333
C 1.855 -4.258 -2.888
C 1.685 -5.460 -1.956
C 2.633 -6.613 -2.243
F 2.004 -7.641 -2.828
F 3.665 -6.267 -3.018
F 3.145 -7.076 -1.077
N -0.012 -2.482 -2.281
C -0.927 -3.595 -1.926
C -2.416 -3.208 -2.015
O -2.857 -2.854 -3.070
C -3.288 -3.317 -0.819
C -3.163 -4.337 0.123
C -4.017 -4.343 1.219
C -4.974 -3.343 1.381
C -5.105 -2.324 0.439
C -4.255 -2.319 -0.664
O -0.301 -2.273 -3.702
C -0.742 -1.084 -3.980
N -1.064 -0.025 -4.223
O 0.862 3.521 0.994
C 1.614 2.440 1.562
C 2.570 1.840 0.545
H -1.140 4.742 4.475
H -0.163 3.399 3.909
H -0.084 5.007 3.097
H -2.262 4.704 2.121
H -2.640 3.449 3.271
H -1.444 2.125 -1.355
H 0.294 1.795 -1.199
H -0.339 0.306 0.816
H -1.994 0.694 0.517
H -1.965 -1.331 -0.488
H -1.785 -0.243 -1.813
H 0.600 -0.493 -1.847
H 1.350 -0.803 0.207
H -0.731 -2.819 0.536
H 0.059 -1.849 1.691
H 1.576 -4.325 0.847
H 0.154 -5.407 2.720
H -1.020 -4.156 2.311
H -0.544 -5.290 1.068
H 2.319 -4.160 3.101
H 2.251 -2.465 2.611
H 0.920 -3.131 3.559
H 2.622 -1.376 -1.478
H 4.618 -3.371 0.969
H 5.751 -2.075 -0.826
H 5.054 -1.823 -2.429
H 6.256 -3.096 -2.152
H 1.824 -2.231 -3.115
H 2.867 -4.167 -3.253
H 1.253 -4.429 -3.780
H 1.797 -5.202 -0.909
H 0.685 -5.859 -2.084
H -0.789 -4.359 -2.683
H -0.645 -4.053 -0.989
H -2.423 -5.112 0.006
H -3.954 -5.102 1.983
H -5.634 -3.330 2.233
H -5.829 -1.536 0.555
H -4.342 -1.536 -1.401
H 2.218 2.862 2.357
H 0.954 1.703 2.019
H 2.934 2.645 -0.084
H 2.098 1.101 -0.101
H 3.392 1.350 1.057
C -1.949 9.588 2.896
F -2.245 10.426 3.893
F -1.036 8.715 3.351
F -3.057 8.894 2.600
S -1.325 10.530 1.441
O -0.135 11.176 1.914
O -2.417 11.382 1.066
N -1.096 9.266 0.518
S -0.537 9.464 -0.951
O 0.836 9.872 -1.040
O -1.448 10.055 -1.888
C -0.520 7.674 -1.367
F -1.742 7.139 -1.291
F 0.270 6.995 -0.529
F -0.068 7.471 -2.613
*
```

Frontier orbital gap in eV: 5.21
M in g/mol: 899.6
E in eV: -114907.091
HOMO in eV: -7.29

Atomic partial charges in e from the Mulliken method, atoms 1 to 99: C -1.082; C -0.369; O -0.320; P 0.512; O -0.621; C -0.663; C -1.238; C 0.006; C -1.014; C 0.888; C -0.517; C 1.118; C -1.726; C -2.091; C -0.430; B 1.306; O -0.585; O -0.593; C -0.885; C 0.242; C -2.054; C -0.171; C 0.488; F -0.303; F -0.275; F -0.290; N 1.271; C 0.320; C -0.365; O -0.499; C 0.341; C 0.181; C -0.911; C -0.493; C -0.720; C -0.731; O -0.360; C 0.701; N -0.452; O -0.358; C -0.315; C -0.770; H 0.452; H 0.248; H 0.264; H 0.356; H 0.328; H 0.439; H 0.447; H -0.091; H 0.777; H -0.671; H 1.049; H 0.631; H 0.135; H -0.588; H 0.763; H -0.149; H 0.545; H 0.344; H 0.184; H 0.475; H 0.344; H 0.539; H 0.271; H 0.273; H 0.331; H 0.279; H 0.244; H 0.024; H 0.860; H 0.749; H -0.190; H 0.548; H 0.544; H 0.144; H 0.652; H 0.453; H 0.429; H 0.449; H 0.492; H 0.527; H 0.285; H 0.413; H -0.214; H 0.435; C 0.660; F -0.229; F -0.239; F -0.238; S 0.949; O -0.648; O -0.649; N -0.249; S 0.939; O -0.657; O -0.661; C 0.723; F -0.218

=====

Entry from OMol25: a molecular structure, C12H18ClN2O2Re in a non-equilibrium geometry (ωB97M-V/def2-TZVPD).

ORCA input file:
```
! wB97M-V def2-TZVPD RIJCOSX def2/J DEFGRID3
* xyz 3 2
Re -0.442 0.020 0.346
C -2.300 2.234 -2.885
C -1.572 2.041 -1.613
O -1.336 0.853 -1.278
C -1.133 3.176 -0.811
C -1.530 4.478 -1.122
C -1.080 5.579 -0.394
C -0.170 5.400 0.646
C 0.217 4.128 1.018
C -0.253 2.977 0.324
O 0.119 1.793 0.704
H -2.424 1.272 -3.384
H -1.789 2.925 -3.559
H -3.295 2.644 -2.697
H -2.213 4.640 -1.943
H -1.439 6.568 -0.644
H 0.227 6.263 1.161
H 0.888 3.985 1.853
Cl -1.857 -1.560 0.502
N 2.714 -3.378 2.449
C 3.275 -2.198 1.747
C 2.201 -1.537 0.876
N 1.009 -1.119 1.653
C 0.481 -2.310 2.367
C 1.534 -2.970 3.256
H 3.428 -3.799 3.062
H 2.449 -4.107 1.769
H 4.111 -2.505 1.113
H 3.656 -1.501 2.499
H 1.871 -2.233 0.098
H 2.650 -0.669 0.386
H 1.323 -0.455 2.371
H 0.118 -3.021 1.621
H -0.365 -2.016 2.992
H 1.092 -3.848 3.736
H 1.872 -2.290 4.044
*
```

Frontier orbital gap (alpha / beta) in eV: 5.26 / 6.45
M in g/mol: 443.9
E in eV: -34434.220
<S²>: 1.1448
HOMO (alpha / beta) in eV: -18.25 / -18.65

How positive or negative is each atom? The Mulliken charges in e answer that: Re 1.533; C -1.536; C 1.572; O -0.650; C 0.126; C -0.530; C -0.750; C -0.598; C -0.466; C 0.741; O -0.699; H 0.328; H 0.458; H 0.465; H 0.472; H 0.446; H 0.444; H 0.447; Cl -0.163; N -0.088; C -0.806; C -0.501; N -0.216; C -0.786; C -0.894; H 0.378; H 0.397; H 0.436; H 0.370; H 0.407; H 0.424; H 0.361; H 0.531; H 0.530; H 0.423; H 0.395